{
  "formula": "C42H108N21O5P5",
  "method": "ωB97M-V/def2-TZVPD",
  "species": ["O", "P", "N", "C", "C", "N", "C", "C", "N", "C", "C", "H", "H", "H", "H", "H", "H", "H", "H", "H", "H", "H", "H", "H", "H", "H", "H", "H", "H", "O", "P", "N", "C", "C", "N", "C", "C", "N", "C", "C", "H", "H", "H", "H", "H", "H", "H", "H", "H", "H", "H", "H", "H", "H", "H", "H", "H", "H", "O", "P", "N", "C", "C", "N", "C", "C", "N", "C", "C", "H", "H", "H", "H", "H", "H", "H", "H", "H", "H", "H", "H", "H", "H", "H", "H", "H", "H", "O", "P", "N", "C", "C", "N", "C", "C", "N", "C", "C", "H", "H", "H", "H", "H", "H", "H", "H", "H", "H", "H", "H", "H", "H", "H", "H", "H", "H", "O", "P", "N", "C", "C", "N", "C", "C", "N", "C", "C", "H", "H", "H", "H", "H", "H", "H", "H", "H", "H", "H", "H", "H", "H", "H", "H", "H", "H", "C", "C", "N", "H", "H", "H", "C", "C", "N", "H", "H", "H", "C", "C", "N", "H", "H", "H", "C", "C", "N", "H", "H", "H", "C", "C", "N", "H", "H", "H", "C", "C", "N", "H", "H", "H"],
  "positions_angstrom": [[3.46109, 1.51559, 2.51401], [4.09873, 0.40181, 3.27095], [3.07996, -0.81156, 3.81072], [2.59771, -1.73986, 2.80852], [2.12102, -0.48718, 4.83180], [4.88291, 0.91084, 4.70991], [5.01453, 2.35087, 5.00467], [5.48532, 0.00838, 5.69326], [5.39380, -0.31422, 2.46360], [6.11947, -1.56883, 2.89255], [5.82773, 0.09458, 1.09440], [2.25356, -2.67764, 3.24435], [3.34113, -1.91817, 2.03145], [1.78017, -1.25486, 2.27320], [2.57067, 0.10311, 5.62995], [1.73962, -1.40332, 5.28364], [1.27086, 0.05177, 4.41130], [4.04032, 2.83144, 5.09883], [5.61845, 2.61654, 5.87190], [5.47058, 2.83614, 4.14096], [6.56858, -0.00378, 5.56883], [5.25159, 0.30438, 6.71607], [5.03499, -0.94843, 5.42886], [6.79470, -1.83372, 2.08006], [6.70262, -1.47454, 3.80879], [5.36800, -2.32354, 3.12423], [5.42466, 1.06881, 0.81777], [5.33644, -0.54172, 0.35680], [6.91325, 0.03808, 1.02189], [-2.18448, -5.62058, -3.31361], [-0.74338, -5.92566, -3.67170], [0.21157, -4.64927, -4.21116], [-0.45093, -3.43103, -4.67627], [1.68560, -4.62182, -4.15056], [-0.60667, -7.01644, -4.98633], [-1.18933, -8.39858, -4.79684], [-0.73085, -6.58534, -6.37031], [0.22159, -6.61733, -2.43122], [0.13256, -6.14154, -1.07939], [1.17081, -7.72184, -2.62613], [-1.28657, -3.73163, -5.30826], [0.29170, -2.79439, -5.15694], [-0.87044, -2.90433, -3.81856], [2.06849, -4.61514, -5.17177], [2.22010, -5.35623, -3.54912], [1.93281, -3.63755, -3.75187], [-1.11894, -8.72244, -3.75906], [-2.24212, -8.26511, -5.04936], [-0.79719, -9.09865, -5.53437], [-0.61293, -7.47566, -6.98783], [-1.75893, -6.28322, -6.57743], [-0.09351, -5.71584, -6.52896], [-0.85638, -5.80199, -0.77177], [0.64832, -6.76280, -0.34735], [0.73215, -5.22932, -1.07872], [2.13660, -7.46057, -2.19293], [1.31210, -7.92838, -3.68692], [0.74651, -8.64269, -2.22473], [-0.08105, 4.77670, 6.46100], [-0.69030, 4.62903, 5.13797], [0.39402, 4.52721, 3.80849], [1.20094, 3.28296, 3.63863], [1.14555, 5.74967, 3.52078], [-1.70136, 5.97615, 4.75449], [-2.05900, 6.94669, 5.72909], [-2.00896, 6.33392, 3.41152], [-1.69901, 3.31011, 4.92122], [-2.36636, 2.77013, 6.12408], [-2.46738, 3.04004, 3.71393], [1.95678, 3.32975, 2.85519], [0.52252, 2.43269, 3.56982], [1.80837, 3.06998, 4.51969], [0.53627, 6.64730, 3.62382], [1.51610, 5.71864, 2.49597], [1.98164, 5.88660, 4.20776], [-1.58010, 6.84934, 6.70330], [-1.88604, 7.94434, 5.32476], [-3.09780, 6.69715, 5.95043], [-3.05752, 6.58369, 3.24608], [-1.40303, 7.18144, 3.08637], [-1.80875, 5.56337, 2.66749], [-2.18123, 3.37103, 7.01451], [-3.43817, 2.86246, 5.94637], [-2.02886, 1.75616, 6.33870], [-2.68154, 2.00092, 3.46106], [-1.91160, 3.44943, 2.87064], [-3.46404, 3.46953, 3.82336], [0.51774, -2.23478, 0.01975], [0.10195, -1.08869, -0.78104], [-1.47869, -1.28334, -1.38521], [-2.41257, -0.21306, -1.87931], [-2.08277, -2.64956, -1.29008], [1.05316, -0.71889, -2.16646], [0.69814, 0.29704, -3.14336], [2.43544, -1.25301, -2.27346], [0.01898, 0.42248, 0.03306], [-0.66758, 0.37571, 1.35756], [1.28174, 1.16931, 0.23733], [-2.28226, -0.10842, -2.95711], [-2.20288, 0.72653, -1.36896], [-3.45580, -0.52339, -1.82138], [-1.32033, -3.42553, -1.35179], [-2.70789, -2.78619, -2.17288], [-2.73724, -2.76306, -0.42551], [-0.32048, 0.67160, -3.04929], [1.41064, 1.12034, -3.07509], [0.79694, -0.07724, -4.16310], [2.50588, -1.82332, -3.19959], [3.19057, -0.46857, -2.21768], [2.60130, -2.01249, -1.51006], [-1.64798, -0.09632, 1.29015], [-0.16053, -0.16734, 2.15659], [-0.74845, 1.36487, 1.80861], [1.14828, 2.02551, 0.89843], [1.57280, 1.57898, -0.73034], [2.12852, 0.64694, 0.68327], [-3.68697, 4.93809, 0.97231], [-3.39302, 4.87059, -0.49973], [-1.73836, 4.79047, -0.88173], [-1.00968, 3.53227, -0.78023], [-0.98415, 6.07174, -0.73484], [-3.93549, 6.24564, -1.31759], [-5.14255, 6.88177, -0.87318], [-3.62699, 6.35912, -2.72330], [-4.16912, 3.57984, -1.31603], [-5.42629, 2.99492, -0.75312], [-3.88077, 3.16147, -2.66965], [-0.55508, 3.23132, -1.72467], [-1.69761, 2.72166, -0.53935], [-0.28575, 3.60537, 0.03162], [-1.60272, 6.89502, -1.09047], [-0.03847, 6.08846, -1.27686], [-0.73304, 6.22719, 0.31502], [-5.36171, 7.67082, -1.59265], [-5.97089, 6.17324, -0.90610], [-4.87945, 7.27916, 0.10675], [-3.65292, 7.43277, -2.91210], [-2.65183, 5.95618, -2.99552], [-4.37416, 5.86951, -3.34927], [-6.21440, 3.74814, -0.73348], [-5.81064, 2.13899, -1.30730], [-5.27093, 2.62692, 0.26110], [-4.04289, 2.08327, -2.68061], [-2.80474, 3.25127, -2.82202], [-4.39813, 3.64361, -3.49934], [-4.56247, -4.12600, 2.00003], [-5.35797, -2.99079, 1.51946], [-5.94387, -2.09737, 1.10668], [-4.07633, -3.82829, 2.92882], [-3.89483, -4.53009, 1.24039], [-5.35653, -4.80379, 2.31456], [0.37467, -4.60930, 2.30113], [-0.81135, -5.39823, 2.33855], [-1.80855, -5.93475, 2.35040], [0.81412, -4.66918, 3.29735], [0.21498, -3.53572, 2.20025], [1.06107, -4.92853, 1.51743], [-7.56488, -0.10327, -1.74667], [-6.50107, -0.39303, -2.76076], [-5.66056, -0.58524, -3.50851], [-7.48675, -0.74451, -0.86884], [-8.52408, -0.35234, -2.20070], [-7.57001, 0.94492, -1.44979], [3.34306, -4.39107, -0.56830], [4.45416, -4.24818, 0.36130], [5.26840, -4.15489, 1.14440], [2.42107, -3.85268, -0.34863], [3.18315, -5.46444, -0.66736], [3.76070, -3.91267, -1.45481], [3.56730, -3.37782, -7.43248], [3.73720, -2.62917, -6.19959], [3.86452, -1.96788, -5.26601], [4.24829, -2.95029, -8.16879], [2.52817, -3.35113, -7.75778], [4.07128, -4.32245, -7.22685], [4.52443, 2.41601, -3.52661], [5.58677, 2.99149, -2.72080], [6.39134, 3.49481, -2.06826], [4.77250, 1.38457, -3.77661], [4.37404, 3.02845, -4.41501], [3.67936, 2.38586, -2.83860]],
  "forces_ev_per_angstrom": [[0.602, -0.634, 0.394], [2.184, 0.487, 1.216], [1.494, -0.288, -0.240], [-0.383, 0.666, -0.627], [-0.336, 0.025, 0.313], [-1.000, 0.939, 0.561], [-0.400, 0.078, -1.344], [-0.663, 0.157, -1.300], [0.398, -0.541, -0.911], [-1.206, 1.016, 0.298], [-1.517, -0.034, 0.539], [0.148, 0.016, 0.092], [0.249, -0.205, 0.255], [-0.461, -0.336, -0.109], [0.028, 0.086, -0.151], [0.012, -0.130, -0.006], [-0.205, 0.195, 0.056], [-0.096, -0.034, 0.266], [-0.009, -0.626, 0.088], [0.200, 0.200, 0.012], [0.136, -0.226, 0.130], [-0.190, -0.063, 0.014], [0.424, -0.390, 0.660], [-0.335, -0.368, 0.143], [0.114, 0.500, -0.068], [0.274, -0.383, -0.421], [0.412, 0.302, 0.471], [0.400, -0.533, -0.212], [-0.149, 0.191, -0.078], [2.591, 0.072, -0.243], [-0.060, -0.767, -0.255], [-0.337, -0.843, 0.757], [-0.019, -0.480, 0.687], [-0.828, 1.163, -0.300], [0.590, -1.438, 1.509], [-0.663, 2.047, -0.353], [-0.906, 0.186, 0.934], [-0.973, -1.234, -1.722], [0.618, 1.824, -0.037], [-0.806, 0.339, -0.613], [0.110, 0.442, -0.344], [-0.247, 0.009, -0.309], [-0.002, 0.340, -0.053], [0.252, -0.323, -0.102], [-0.643, -0.286, -0.059], [0.295, -0.043, 0.145], [0.191, -0.109, -0.208], [-0.353, -0.476, 0.224], [0.470, -0.017, 0.305], [0.798, 0.347, -0.305], [-0.288, 0.289, -0.083], [0.255, -0.379, -0.470], [-0.165, -0.609, 0.037], [-0.548, -0.562, -0.140], [0.070, 0.503, 0.460], [0.062, -0.210, 0.178], [0.065, 0.291, -0.015], [0.346, -0.108, 0.462], [-0.148, -0.305, 0.645], [-0.908, 1.062, -2.548], [-0.482, -0.222, 0.234], [-0.423, 0.451, 1.111], [-0.011, -0.028, 0.240], [2.427, -2.080, 0.050], [-0.745, -0.221, 0.769], [-0.130, 0.097, -1.179], [0.513, -1.191, 1.028], [0.291, 0.731, -0.222], [0.302, 0.703, -0.209], [-0.590, 0.170, -0.421], [0.082, -0.004, -0.470], [0.059, 0.129, 0.374], [-0.173, -0.198, -0.004], [0.078, -0.066, -0.023], [0.275, -0.094, 0.006], [0.575, -0.189, -0.329], [-0.327, 0.218, 0.210], [-0.526, 1.097, 0.090], [-0.162, 0.077, 0.279], [-0.030, 0.476, -0.053], [0.041, -0.229, 0.380], [0.348, 0.062, -0.100], [-0.161, -0.516, 0.098], [-0.341, -0.141, -0.102], [0.564, -0.445, 0.569], [-0.412, 0.159, -0.120], [-0.044, 0.503, -0.379], [0.925, -1.162, 0.316], [-1.877, 3.088, -2.363], [-0.073, -0.274, 0.909], [1.105, -1.028, -0.135], [0.165, 0.923, -0.898], [0.181, -1.107, 1.587], [0.316, -0.190, 0.048], [-1.339, -0.288, -0.066], [0.277, -0.460, 1.536], [-0.340, -0.338, -0.106], [0.140, 0.225, -0.957], [0.173, 0.312, -0.142], [-0.209, -0.051, -0.029], [0.063, -0.040, 0.701], [-0.032, 0.106, 0.328], [-0.054, -0.076, -0.051], [0.198, -0.026, 0.251], [0.178, -0.067, 0.316], [-0.065, 0.383, 0.074], [-0.006, -0.305, -0.100], [0.323, 0.489, -0.250], [0.089, 0.025, -0.051], [-0.068, 0.448, 0.317], [-0.137, 0.197, -0.248], [0.570, -0.452, -0.278], [-0.285, 0.282, -0.582], [-0.413, -0.091, 0.003], [0.291, -0.036, -0.038], [-0.137, -0.448, -0.059], [-0.176, -0.300, -1.733], [-0.211, -0.069, 0.349], [-1.101, 0.772, -0.697], [-0.546, 0.195, 0.321], [-0.340, -0.813, 0.281], [1.994, -1.129, 0.267], [0.443, 0.000, -0.114], [-0.398, 0.464, -0.082], [-0.369, -0.265, 1.099], [0.595, 0.734, 0.446], [1.152, -0.710, 0.413], [0.391, 0.235, -0.047], [-0.063, 0.072, 0.191], [0.228, -0.178, -0.117], [0.089, -0.072, 0.132], [-0.115, -0.389, -0.289], [-0.042, 0.163, 0.161], [-0.095, 0.244, 0.266], [-0.353, 0.182, 0.463], [-0.956, 0.061, 0.132], [0.164, 0.022, -0.555], [-0.009, 0.039, 0.245], [-0.143, 0.014, -0.203], [-0.164, -0.036, 0.087], [0.538, 0.150, -0.457], [0.096, 0.246, 0.088], [-0.268, -0.054, -0.452], [0.054, 0.276, -0.298], [-0.286, 0.114, 0.179], [-1.259, 0.530, 0.524], [0.852, 0.032, -0.344], [-0.332, 0.257, -0.090], [0.410, -0.060, -0.266], [-0.112, -0.006, 0.249], [0.427, -0.720, -0.166], [1.150, 0.732, 0.725], [0.552, 1.039, -0.450], [-1.737, -1.202, 0.091], [0.491, -0.376, -0.104], [-0.514, -0.104, -0.530], [0.028, -0.036, 0.190], [0.125, -0.560, -0.805], [-1.211, 0.520, 1.699], [0.587, -0.136, -0.598], [0.444, 0.060, -0.025], [-0.035, 0.187, -0.075], [0.108, -0.122, -0.109], [0.906, 0.146, -0.407], [-1.980, 0.102, -0.205], [1.555, 0.085, 1.100], [0.110, -0.019, 0.593], [-0.223, 0.138, -0.463], [-0.396, -0.520, -0.620], [1.239, 0.152, 0.313], [-0.170, 1.005, 0.393], [0.028, -0.380, -0.281], [-0.371, 0.363, -0.227], [0.224, -0.515, -0.032], [-0.894, -0.596, -0.252], [0.199, -0.244, 0.584], [0.844, 0.518, 0.326], [-0.335, -0.314, -0.298], [-0.005, 0.076, -0.222], [-0.279, -0.170, 0.105], [-0.438, 0.087, -0.480]],
  "lowdin_charge": [-0.284, 0.570, -0.310, -0.106, -0.104, -0.308, -0.102, -0.124, -0.275, -0.096, -0.100, 0.075, 0.068, 0.054, 0.083, 0.086, 0.073, 0.056, 0.080, 0.073, 0.074, 0.080, 0.063, 0.068, 0.056, 0.047, 0.066, 0.063, 0.080, -0.306, 0.598, -0.305, -0.089, -0.074, -0.322, -0.091, -0.118, -0.310, -0.127, -0.123, 0.079, 0.078, 0.061, 0.060, 0.073, 0.045, 0.069, 0.079, 0.077, 0.078, 0.080, 0.068, 0.077, 0.088, 0.049, 0.071, 0.070, 0.080, -0.282, 0.568, -0.284, -0.107, -0.121, -0.312, -0.127, -0.166, -0.302, -0.100, -0.125, 0.060, 0.054, 0.063, 0.059, 0.080, 0.083, 0.076, 0.083, 0.083, 0.086, 0.070, 0.044, 0.070, 0.075, 0.078, 0.077, 0.054, 0.083, -0.278, 0.575, -0.270, -0.097, -0.095, -0.283, -0.108, -0.095, -0.256, -0.111, -0.117, 0.066, 0.050, 0.057, 0.048, 0.076, 0.068, 0.057, 0.061, 0.078, 0.020, 0.076, 0.040, 0.081, 0.060, 0.053, 0.057, 0.064, 0.058, -0.294, 0.594, -0.293, -0.116, -0.081, -0.348, -0.102, -0.134, -0.278, -0.078, -0.128, 0.077, 0.057, 0.077, 0.065, 0.082, 0.070, 0.082, 0.074, 0.087, 0.084, 0.077, 0.072, 0.069, 0.045, 0.080, 0.061, 0.067, 0.075, -0.077, -0.288, 0.124, 0.081, 0.062, 0.083, -0.073, -0.286, 0.154, 0.086, 0.067, 0.070, -0.058, -0.262, 0.129, 0.056, 0.077, 0.060, -0.071, -0.269, 0.158, 0.044, 0.078, 0.079, -0.064, -0.286, 0.153, 0.086, 0.089, 0.088, -0.071, -0.294, 0.127, 0.078, 0.087, 0.065],
  "smiles": "CN(C)P(=O)(N(C)C)N(C)C.CN(C)P(=O)(N(C)C)N(C)C.CN(C)P(=O)(N(C)C)N(C)C.CN(C)P(=O)(N(C)C)N(C)C.CN(C)P(=O)(N(C)C)N(C)C.CC#N.CC#N.CC#N.CC#N.CC#N.CC#N",
  "homo_lumo_gap_ev": 7.876,
  "multiplicity": 1,
  "homo_energy_ev": -7.77,
  "mol_weight_g_mol": 1142.34,
  "e_lumo_ev": 0.1105
}